C41H36Br2ClGeIrN4O2PS as an isolated structure at a distorted geometry, computed with wB97M-V/def2-TZVPD.

- HOMO (spin up / spin down): -0.5953 / -0.5945 hartree
- Total charge: +4
- LUMO level (spin up / spin down): -10.6 / -14.6 eV
- 2S+1: 6

Geometry as XYZ:
```
90
C41H36Br2ClGeIrN4O2PS wB97M-V/def2-TZVPD
Ir 17.1236 8.8355 16.7615
N 8.2296 8.9525 12.4026
C 9.4668 8.8235 12.8442
C 10.5682 9.2942 12.0299
C 11.8495 9.1435 12.4870
C 12.0743 8.5189 13.7416
C 11.0086 8.0496 14.5621
C 9.7131 8.2066 14.1230
S 13.8184 8.1991 14.2335
O 14.5943 9.0718 13.3767
O 14.0175 6.8012 14.1729
N 14.0526 8.7557 15.7159
C 14.1396 7.8283 16.7998
N 15.2669 7.8243 17.5338
C 15.2985 6.8949 18.5304
C 14.2945 5.9578 18.6853
C 13.2153 6.0359 17.8165
N 13.1184 6.9940 16.8912
H 8.0286 9.3702 11.5018
H 7.4456 8.6050 12.9399
H 10.3581 9.7517 11.0605
H 12.6835 9.5045 11.8873
H 11.2206 7.5424 15.4981
H 8.8857 7.8498 14.7228
H 16.1773 6.8726 19.1630
H 14.3545 5.2121 19.4650
H 12.4032 5.3182 17.8669
Br 17.1784 6.4956 15.1376
C 18.8972 6.8882 14.3312
Br 19.2731 8.7527 14.6072
H 18.7944 6.6553 13.2835
H 19.6381 6.2810 14.8223
Cl 18.8401 8.1011 18.4974
C 19.1655 9.5761 19.4905
C 19.9106 9.3753 20.6308
C 20.1674 10.4872 21.4087
C 19.6810 11.7389 21.0364
C 18.9393 11.8686 19.8736
C 18.6664 10.7845 19.0510
P 17.8402 11.0637 17.4866
C 16.4714 12.1624 17.8576
C 16.5413 13.5431 17.6581
C 15.4970 14.3628 18.0777
C 14.4001 13.8215 18.7363
C 14.3413 12.4504 18.9711
C 15.3626 11.6306 18.5306
C 19.0197 11.9780 16.4965
C 18.5760 12.6268 15.3375
C 19.4468 13.4155 14.6116
C 20.7665 13.5625 15.0255
C 21.2094 12.9547 16.1863
C 20.3365 12.1614 16.9222
H 20.2596 8.3828 20.8771
H 20.7514 10.3715 22.3090
H 19.8844 12.5977 21.6609
H 18.5560 12.8441 19.5896
H 17.3927 13.9985 17.1884
H 15.5514 15.4308 17.9103
H 13.6010 14.4707 19.0647
H 13.4914 12.0254 19.4964
H 15.3203 10.5672 18.7611
H 17.5242 12.5820 15.0618
H 19.1127 13.9170 13.7061
H 21.4425 14.1948 14.4697
H 22.2335 13.0942 16.5155
H 20.6972 11.7012 17.8249
Ge 15.8600 10.7305 13.2923
C 15.9149 10.7094 11.3586
C 16.4373 9.5862 10.6667
C 16.5502 9.5482 9.2680
C 16.1413 10.6362 8.5101
C 15.5881 11.7547 9.1466
C 15.4884 11.8074 10.5500
C 14.6050 12.0525 14.0207
C 14.9529 13.4179 13.8890
C 14.1349 14.4415 14.3880
C 12.9385 14.1432 15.0219
C 12.5318 12.8146 15.1200
C 13.3546 11.7978 14.6229
H 14.4647 9.6931 15.7860
H 16.8011 8.7098 11.2063
H 16.9474 8.6559 8.7797
H 16.2834 10.6466 7.4395
H 15.2518 12.5952 8.5460
H 15.0693 12.7022 10.9927
H 15.9111 13.7195 13.4670
H 14.4456 15.4715 14.2683
H 12.3187 14.9315 15.4273
H 11.5888 12.5664 15.5858
H 12.9614 10.7985 14.7474
```

=====

C41H36N4O4S3Tl as an isolated structure at a distorted geometry, computed with wB97M-V/def2-TZVPD.

- HOMO: -0.1686 hartree
- Total charge: -1
- LUMO level: 2.0 eV

Geometry as XYZ:
```
89
C41H36N4O4S3Tl wB97M-V/def2-TZVPD
Tl -1.5012 -2.0101 0.2447
C 4.9359 4.7158 -1.4772
O 3.5763 4.6142 -1.2751
C 3.0320 4.9587 -0.0693
C 1.6229 4.8657 -0.1432
C 0.9085 5.0259 1.0143
C 1.5843 5.2791 2.2541
C 2.9432 5.6250 2.2335
C 3.6686 5.3975 1.0920
N 0.8685 5.4029 3.4581
N 0.0636 4.5488 3.8457
C -0.1672 3.2987 3.2393
C -1.4951 2.9444 3.3439
C -2.0959 1.9512 2.5527
C -1.3709 1.1317 1.6430
O -1.9971 0.3379 0.8126
C 0.0990 1.3183 1.7462
N 0.8349 0.4104 1.1628
C 2.2055 0.5298 1.1937
C 2.8732 1.5253 1.8968
C 2.0920 2.4678 2.5386
C 0.6545 2.4196 2.5300
H 5.0960 4.5920 -2.5775
H 5.4706 3.9057 -1.0150
H 5.2542 5.7015 -1.1186
H 1.1573 4.5084 -1.0021
H -0.1589 4.9114 1.0278
H 3.3558 5.9103 3.2386
H 4.7715 5.3921 1.2144
H -2.2062 3.5188 3.8942
H -3.1831 1.8546 2.6380
H 2.7508 -0.2685 0.6918
H 3.9771 1.5604 2.0747
H 2.5233 3.2509 3.1803
C -2.2574 -2.7416 -4.2665
C -1.2602 -1.7224 -4.7804
O -1.2790 -1.2857 -5.9427
C -0.2480 -1.2187 -3.8556
C 0.9531 -0.8038 -4.4484
C 2.0474 -0.3703 -3.7453
C 1.9814 -0.3065 -2.3414
C 0.7705 -0.6383 -1.7221
C -0.3443 -1.1620 -2.4559
O -1.4143 -1.5375 -1.8066
H -2.1113 -3.2640 -3.3474
H -2.4531 -3.4424 -5.0043
H -3.1833 -2.1397 -4.0226
H 0.9513 -0.7976 -5.5093
H 2.8833 0.0603 -4.2517
H 2.8010 0.2235 -1.7790
H 0.5433 -0.7085 -0.6419
S 1.6146 -4.0852 2.9142
C 0.8955 -2.8631 3.8494
C -0.0347 -2.1054 3.1151
C -0.0710 -2.5109 1.7667
C 0.7175 -3.6143 1.4394
C 0.8768 -4.1708 0.0946
C 1.8463 -5.1306 -0.1590
C 2.0331 -5.5885 -1.4781
C 1.2209 -5.0283 -2.4477
C 0.2292 -4.1010 -2.0777
N 0.0489 -3.7290 -0.8131
H 1.1703 -2.7056 4.9218
H -0.5443 -1.2865 3.5701
H 2.3596 -5.5717 0.7239
H 2.8451 -6.2520 -1.8407
H 1.4589 -5.0785 -3.5294
H -0.3108 -3.5468 -2.8211
C -0.4644 2.9353 -3.1255
S -1.1076 4.4980 -2.4284
C -2.2256 3.8683 -1.1949
H 0.0955 2.4141 -2.3338
H 0.2399 3.1665 -3.8769
H -1.2511 2.2893 -3.4886
H -3.0635 3.3796 -1.6821
H -2.6627 4.6858 -0.6065
H -1.7479 3.1946 -0.5498
S -3.6364 -2.9586 -0.4796
C -4.1936 -3.7183 0.9859
C -5.4878 -4.2517 1.1304
C -5.7981 -4.9482 2.3371
C -4.9700 -5.0929 3.4148
C -3.7107 -4.5113 3.2794
C -3.3371 -3.9501 2.0701
H -6.1957 -4.0907 0.3880
H -6.7860 -5.4211 2.5174
H -5.2344 -5.7829 4.2510
H -2.9719 -4.6403 4.0321
H -2.3708 -3.4385 1.9686
```

=====

C41H37BN6PbS2 as an isolated structure at a distorted geometry, computed with wB97M-V/def2-TZVPD.

- HOMO (spin up / spin down): -0.2611 / -0.2635 hartree
- Total charge: 0
- LUMO level (spin up / spin down): -1.8 / -1.3 eV

Geometry as XYZ:
```
88
C41H37BN6PbS2 wB97M-V/def2-TZVPD
Pb 0.3010 0.2762 0.1421
C -2.2930 2.3470 -1.9941
C -2.0343 1.7211 -3.1889
C -0.6724 1.9021 -3.4849
C -0.0733 2.6348 -2.4207
C -1.0504 2.9127 -1.5030
H -3.2464 2.4346 -1.5055
H -2.7414 1.1917 -3.8011
H -0.1719 1.5860 -4.3820
H 0.9545 2.9459 -2.3842
H -0.9514 3.5020 -0.6104
C -5.1554 -1.4985 -0.5831
C -4.1346 -0.5503 -0.0631
C -4.3537 0.6516 0.5805
C -3.0774 1.1576 0.8679
N -2.1620 0.2952 0.4179
N -2.8001 -0.7351 -0.1511
B -2.0754 -1.9929 -0.6767
N -1.2499 -2.5629 0.4955
N -0.3343 -1.8392 1.1524
C 0.1335 -2.5754 2.1621
C -0.5147 -3.8129 2.1579
C -1.3900 -3.7648 1.0896
C -2.3270 -4.8346 0.6571
C 1.1619 -2.0981 3.0749
C 1.1574 -0.7763 3.5132
C 2.1802 -0.2943 4.3063
C 3.2028 -1.1373 4.7100
C 3.1798 -2.4713 4.3354
C 2.1750 -2.9482 3.5146
N -1.1844 -1.6980 -1.9137
N -0.0859 -0.9243 -1.9106
C 0.4415 -0.9272 -3.1413
C -0.3603 -1.7332 -3.9611
C -1.3711 -2.2054 -3.1506
C -2.4694 -3.1211 -3.5589
C 1.6538 -0.2273 -3.5545
C 2.0947 -0.3276 -4.8776
C 3.2305 0.3343 -5.3041
C 3.9613 1.1140 -4.4221
C 3.5418 1.2239 -3.1063
C 2.4094 0.5546 -2.6832
C -2.7477 2.4343 1.4868
C -3.6793 3.4723 1.5141
C -3.3471 4.7062 2.0425
C -2.0768 4.9323 2.5473
C -1.1469 3.9067 2.5423
C -1.4903 2.6693 2.0354
H -6.1459 -1.0803 -0.4196
H -5.0155 -1.6749 -1.6486
H -5.0878 -2.4568 -0.0696
H -5.3004 1.0930 0.8184
H -2.8837 -2.7901 -0.9908
H -0.3687 -4.6235 2.8397
H -2.1838 -5.7070 1.2899
H -3.3593 -4.5024 0.7443
H -2.1559 -5.1243 -0.3774
H 0.3435 -0.1285 3.2242
H 2.1808 0.7444 4.6032
H 4.0119 -0.7604 5.3201
H 3.9588 -3.1366 4.6835
H 2.1914 -3.9796 3.1946
H -0.2372 -1.9443 -5.0025
H -2.3463 -3.3719 -4.6106
H -2.4511 -4.0425 -2.9789
H -3.4395 -2.6470 -3.4196
H 1.5508 -0.9309 -5.5872
H 3.5492 0.2386 -6.3333
H 4.8548 1.6218 -4.7559
H 4.0992 1.8341 -2.4070
H 2.1070 0.6399 -1.6506
H -4.6681 3.3168 1.1110
H -4.0817 5.4999 2.0540
H -1.8205 5.8992 2.9540
H -0.1507 4.0665 2.9271
H -0.7745 1.8638 2.0699
S 1.8329 2.4265 1.2383
C 3.3538 1.7836 1.6954
C 4.2583 2.6965 2.2716
C 5.4832 2.2989 2.7291
C 5.8582 0.9518 2.6332
C 5.0125 0.0455 2.0544
C 3.7556 0.4272 1.5445
S 2.8519 -0.7896 0.7391
H 3.9413 3.7265 2.3488
H 6.1540 3.0221 3.1666
H 6.8140 0.6352 3.0214
H 5.2967 -0.9914 1.9620
```

=====

C41H37F5IrNO5PSTe2 as an isolated structure at a distorted geometry, computed with wB97M-V/def2-TZVPD.

- HOMO (spin up / spin down): -0.2959 / -0.3253 hartree
- Total charge: 0
- LUMO level (spin up / spin down): -0.6 / -2.1 eV
- 2S+1: 2

Geometry as XYZ:
```
94
C41H37F5IrNO5PSTe2 wB97M-V/def2-TZVPD
Ir -1.6867 -0.2479 -2.0821
O -5.5606 -0.5950 -3.6136
S -4.4936 -0.8110 -2.6949
O -4.2090 0.2679 -1.7337
O -3.1790 -1.1985 -3.2948
C -4.8071 -2.2249 -1.6738
C -5.8683 -3.0724 -1.9071
C -6.0291 -4.1976 -1.1050
C -5.1229 -4.4619 -0.0936
C -4.0512 -3.6036 0.1346
C -3.8830 -2.4701 -0.6485
P -2.5494 -1.2759 -0.2642
C -1.3547 -2.2377 0.7176
C -1.1830 -2.0649 2.0896
C -0.2109 -2.7880 2.7698
C 0.5867 -3.6950 2.0891
C 0.4071 -3.8878 0.7251
C -0.5557 -3.1630 0.0420
C -3.3308 -0.1318 0.9231
C -4.6860 -0.2391 1.2296
C -5.2770 0.6458 2.1168
C -4.5302 1.6593 2.6995
C -3.1846 1.7814 2.3897
C -2.5929 0.8926 1.5061
H -6.5559 -2.8459 -2.7114
H -6.8611 -4.8671 -1.2781
H -5.2458 -5.3376 0.5301
H -3.3536 -3.8227 0.9328
H -1.8097 -1.3729 2.6351
H -0.0840 -2.6438 3.8350
H 1.3472 -4.2529 2.6203
H 1.0220 -4.5993 0.1888
H -0.6942 -3.3163 -1.0218
H -5.2959 -1.0046 0.7712
H -6.3316 0.5495 2.3389
H -4.9980 2.3563 3.3824
H -2.5918 2.5745 2.8269
H -1.5453 1.0126 1.2673
F -0.8592 2.6557 -5.5368
Te -2.4243 2.5996 -4.5329
F -3.1331 3.7751 -5.7826
F -1.7990 4.1045 -3.6166
F -3.0433 1.2547 -5.6529
F -4.0342 2.8075 -3.6324
O -1.7755 1.4488 -3.3086
C 5.7661 1.0732 5.0481
C 4.6715 1.0170 4.0182
C 3.7254 2.0296 3.9206
C 2.7147 2.0048 2.9668
C 1.7015 3.1206 2.9606
C 2.6635 0.9195 2.0764
Te 1.0448 0.8616 0.6455
N 0.2667 0.1098 -1.4341
C 0.6421 -0.9928 -2.0144
O -0.3670 -1.6500 -2.5435
C 2.0016 -1.5247 -2.2060
C 3.1069 -0.6861 -2.1184
C 4.3781 -1.1940 -2.3331
C 4.5482 -2.5398 -2.6299
C 3.4433 -3.3751 -2.7334
C 2.1700 -2.8681 -2.5310
C 1.7684 2.5513 -0.3899
C 3.1414 2.7075 -0.5399
C 3.6393 3.7706 -1.2787
C 2.7568 4.6712 -1.8554
C 1.3896 4.5225 -1.6737
C 0.8640 3.4681 -0.9316
C -0.6174 3.3689 -0.7044
C 3.5841 -0.1262 2.1708
C 3.5746 -1.3279 1.2637
C 4.5792 -0.0532 3.1423
H 5.6252 1.9109 5.7295
H 6.7411 1.1878 4.5713
H 5.7967 0.1559 5.6373
H 3.7695 2.8640 4.6122
H 1.9780 3.8883 3.6818
H 0.7090 2.7518 3.2327
H 1.6232 3.5966 1.9834
H 2.9608 0.3692 -1.9334
H 5.2367 -0.5365 -2.2823
H 5.5416 -2.9345 -2.8001
H 3.5746 -4.4194 -2.9849
H 1.2988 -3.5029 -2.6288
H 3.8255 2.0061 -0.0770
H 4.7078 3.8880 -1.4041
H 3.1319 5.4988 -2.4434
H 0.7053 5.2352 -2.1174
H -1.1428 4.1809 -1.2016
H -0.8506 3.4100 0.3648
H -1.0186 2.4404 -1.1065
H 2.6241 -1.4650 0.7496
H 3.7774 -2.2348 1.8347
H 4.3466 -1.2429 0.4972
H 5.2993 -0.8624 3.2134
```

=====

C41H37F5MoP2 as an isolated structure at a distorted geometry, computed with wB97M-V/def2-TZVPD.

- HOMO (spin up / spin down): -0.4958 / -0.5076 hartree
- Total charge: +2
- LUMO level (spin up / spin down): -7.4 / -8.0 eV
- 2S+1: 3

Geometry as XYZ:
```
86
C41H37F5MoP2 wB97M-V/def2-TZVPD
Mo -0.0927 -0.0430 -2.9171
C -2.3864 0.1479 -0.7203
C -2.7519 0.2296 -2.0237
C -3.2749 1.4232 -2.8026
C -2.2940 1.7529 -3.9631
C -0.8982 1.9513 -3.4929
C -0.4079 1.9870 -2.1261
C -1.1743 2.3861 -0.8451
C -1.8529 1.2921 0.0624
C 1.5397 0.4827 -3.9538
H -2.3596 -0.8346 -0.2383
H -2.8301 -0.7079 -2.6013
H -3.4506 2.3429 -2.2193
H -4.2441 1.1516 -3.2521
H -2.3199 0.8951 -4.6497
H -2.5861 2.6112 -4.6029
H -0.2174 2.3188 -4.2535
H 0.6062 2.4167 -2.1134
H -1.9495 3.1016 -1.1209
H -0.4839 2.9619 -0.1994
H -1.1667 0.9128 0.8369
H -2.6727 1.7899 0.6107
H 2.3070 -0.0896 -3.4104
H 1.8282 1.5271 -4.0052
H 1.3630 0.0238 -4.9405
P -0.0751 -1.5938 -7.7541
P 1.1647 0.9213 -7.4430
C -1.1374 -0.1614 -8.1862
C -0.5818 1.0600 -7.8580
C -0.3878 -2.7808 -9.1803
C -1.4714 -2.6676 -10.0776
C -1.7464 -3.7236 -10.9653
C -0.9223 -4.8556 -11.0166
C 0.1978 -4.9431 -10.1709
C 0.4794 -3.8994 -9.2796
C -0.8794 -2.5476 -6.4043
C -0.2865 -2.7106 -5.1292
C -0.9701 -3.4034 -4.1404
C -2.2169 -3.9742 -4.3985
C -2.7925 -3.8608 -5.6738
C -2.1233 -3.1372 -6.6673
C 1.9993 0.9021 -9.1102
C 1.7836 -0.1793 -10.0064
C 2.3122 -0.1610 -11.2944
C 3.1372 0.8864 -11.7153
C 3.4269 1.9155 -10.8089
C 2.8653 1.9284 -9.5221
C 1.7369 2.4036 -6.5753
C 3.0274 2.3608 -6.0027
C 3.5031 3.4052 -5.2142
C 2.7197 4.5505 -5.0224
C 1.4838 4.6444 -5.6664
C 0.9892 3.5828 -6.4333
H -2.0820 -0.2728 -8.7464
H -1.1084 2.0226 -7.8296
H -2.1137 -1.7787 -10.0874
H -2.6248 -3.6520 -11.6129
H -1.1397 -5.6648 -11.7183
H 0.8468 -5.8239 -10.2064
H 1.3620 -3.9601 -8.6346
H 0.7020 -2.2895 -4.9253
H -0.5428 -3.4907 -3.1381
H -2.7435 -4.4840 -3.5900
H -3.7554 -4.3284 -5.8983
H -2.5582 -3.0527 -7.6646
H 1.1963 -1.0564 -9.6955
H 2.0910 -0.9867 -11.9790
H 3.5641 0.8858 -12.7220
H 4.1058 2.7114 -11.1093
H 3.1235 2.7442 -8.8371
H 3.6416 1.4716 -6.1405
H 4.4816 3.3270 -4.7367
H 3.0859 5.3632 -4.3892
H 0.9002 5.5604 -5.5618
H 0.0273 3.6693 -6.9304
F 0.0172 -2.7779 -1.0989
C 0.5433 -1.7694 -0.3288
C 0.8947 -0.5422 -0.9151
C 1.7083 0.2544 -0.0746
F 2.4872 1.2276 -0.5973
C 1.8741 0.0110 1.2981
F 2.4992 0.9014 2.1019
C 1.3860 -1.1721 1.8473
F 1.5423 -1.4468 3.1523
C 0.7510 -2.0865 1.0191
F 0.3508 -3.2813 1.5067
```

=====

How do the records compare in calculated total energy? In the order shown, they have -10480.9144, -3470.9254, -2927.2425, -3894.7511, -2833.9300 a.u..
How do the records compare in energy relative to the best compared isomer or geometry (same formula, charge and spin)? In the order shown, they have 0.241, 2.084, 0.726, 1.751, 0.667 eV.